(1)
160
Properties=species:S:1:pos:R:3:forces:R:3:lowdin_charge:R:1 method="wB97M-V/def2-TZVPD" homo_ha=-0.26549 total_charge=-1 e_tot_ev=-116443.56529 gap_ha=0.33443
P 0.5182 -24.5170 2.1751 1.05 0.43 -0.62 0.274
F -0.4630 -23.4719 1.4637 -0.20 -0.24 0.02 -0.120
F 0.3462 -23.7293 3.5748 0.21 0.59 -0.45 -0.146
F -0.7392 -25.4627 2.6531 0.81 -0.06 -0.69 -0.162
F 1.6073 -25.4349 2.9407 -0.41 -1.00 -0.35 -0.142
F 0.7042 -25.3343 0.7517 -0.63 -0.20 1.24 -0.155
F 1.8300 -23.6236 1.6606 -0.77 0.29 0.68 -0.177
O 1.9329 -18.4709 6.4418 -0.53 -0.17 0.51 -0.061
H 1.4673 -19.0460 7.0672 0.17 0.19 -0.18 0.039
H 2.6337 -19.0346 6.0988 0.28 0.06 -0.34 -0.008
O 4.7882 -25.8822 2.8005 0.06 0.10 -0.01 -0.041
H 4.7278 -24.9914 2.4504 -0.09 0.41 -0.45 0.017
H 5.0951 -25.6726 3.6936 0.03 -0.23 0.37 0.025
O -2.6610 -28.5215 3.1821 -0.16 0.59 0.29 -0.071
H -2.7183 -29.4937 3.2249 0.40 0.39 0.50 0.047
H -2.4070 -28.1113 4.0483 0.03 -1.11 -0.89 0.034
O -0.8144 -28.6736 0.7618 0.03 -0.19 0.83 -0.073
H -1.2002 -28.5008 1.6562 0.06 0.03 -0.95 0.017
H -0.9596 -27.8770 0.2478 -0.23 0.14 0.32 -0.010
O 0.1525 -25.9913 7.2542 0.19 -0.67 -0.10 -0.051
H -0.6716 -25.5081 7.2079 -0.09 0.59 0.03 0.028
H 0.8340 -25.4352 6.8463 -0.03 0.19 -0.08 0.018
O 0.9106 -24.2306 -2.4640 -0.37 -0.64 0.52 -0.072
H 0.0165 -24.6032 -2.3777 -0.21 0.41 -0.24 0.015
H 1.3024 -24.6541 -1.6774 0.47 0.27 -0.36 0.013
O -2.9184 -25.9556 0.9511 1.85 0.58 -0.85 -0.071
H -3.6931 -25.8556 1.4979 -0.53 0.28 1.08 -0.017
H -2.1653 -25.4366 1.3402 -1.26 -0.79 -0.23 0.035
O -1.2561 -18.2554 4.8573 -0.82 -0.59 0.88 -0.057
H -0.7853 -17.7248 4.2255 0.80 0.31 -1.00 -0.011
H -0.7362 -18.0966 5.6494 0.08 -0.14 0.27 0.041
O 5.3065 -24.3037 5.2716 0.71 0.34 0.55 -0.085
H 6.1637 -24.2006 5.7508 -0.83 -0.30 -0.60 0.058
H 5.2958 -23.4858 4.7335 -0.12 -0.05 -0.08 0.011
O 3.9561 -19.6235 4.5237 0.35 -0.15 -0.12 -0.077
H 3.8864 -19.2324 3.6407 -0.09 0.30 0.00 0.015
H 3.2120 -20.2481 4.5333 -0.21 -0.45 0.25 -0.012
O -0.5478 -23.2147 6.1547 -0.42 -0.69 -0.45 -0.078
H -0.9628 -22.4565 5.7122 0.17 0.18 0.29 -0.006
H -0.4841 -23.8326 5.4002 0.27 0.30 0.53 0.014
O 2.0195 -21.5271 4.9138 -1.24 -0.97 1.12 -0.097
H 1.0403 -21.2974 4.9199 1.39 -0.60 -0.17 0.037
H 2.0815 -22.3798 5.4548 -0.25 1.40 -1.17 0.066
O -1.4243 -25.4720 -1.3501 -0.38 -0.28 -0.14 -0.066
H -2.2933 -25.4658 -0.8989 0.50 -0.06 0.02 0.029
H -1.1124 -26.3807 -1.2417 -0.13 0.29 -0.05 0.038
O 4.8488 -21.4142 -2.1079 0.74 0.97 -0.38 -0.062
H 3.9849 -21.7813 -1.8803 -0.56 0.09 -0.07 0.000
H 4.6596 -20.6018 -2.6159 0.03 -0.67 0.34 0.073
O 1.5165 -20.9168 0.9125 -0.02 0.12 1.39 -0.076
H 1.5602 -21.5522 1.6727 -0.04 0.47 -1.33 0.052
H 1.6940 -21.3894 0.0769 0.07 -0.08 0.27 0.006
O 2.3803 -24.6125 5.5798 -0.07 0.42 1.53 -0.032
H 3.2963 -24.5147 5.8722 0.19 -0.10 -0.02 0.029
H 2.4493 -24.7736 4.6549 -0.09 -0.29 -1.33 -0.004
O 2.8930 -18.6431 2.0611 -0.17 -0.87 -0.01 -0.082
H 2.4429 -19.4362 1.6463 0.63 0.70 -0.27 0.050
H 3.2634 -18.0681 1.3770 -0.23 -0.45 -0.11 0.065
O -0.8381 -21.1040 4.4934 -0.71 1.62 -0.92 -0.087
H -0.9920 -20.1057 4.4331 0.14 -1.12 0.41 0.057
H -1.2747 -21.4520 3.6924 0.48 0.05 0.40 0.063
O 0.6070 -17.6150 3.0185 -0.35 0.07 -0.15 -0.070
H 1.4143 -18.1753 2.9509 -0.48 0.62 -0.32 0.024
H 0.1114 -17.6909 2.1874 0.58 -0.13 0.24 0.039
O 4.4429 -22.7873 1.0839 -1.29 0.93 0.68 -0.039
H 3.6697 -23.3063 0.8112 0.41 -0.08 0.12 0.009
H 5.2235 -23.2079 0.7680 1.03 -0.97 -0.63 -0.005
O 2.2722 -22.1188 -1.4683 0.61 1.17 0.45 -0.037
H 2.6113 -22.9089 -1.0536 0.07 -0.96 0.23 0.011
H 1.6000 -22.4346 -2.0665 -0.65 -0.67 -0.52 0.045
O -0.5052 -27.6520 5.0162 0.00 -0.15 -0.38 -0.069
H -0.3001 -27.1999 5.8622 0.24 0.39 -0.49 0.027
H -0.2276 -27.1137 4.2443 -0.10 -0.12 0.96 0.053
O 3.1046 -26.9184 0.6639 1.63 -0.24 0.33 -0.022
H 3.3150 -26.4779 1.5037 0.06 -0.27 0.14 0.024
H 2.1701 -26.9202 0.6101 -1.67 -0.04 0.05 0.018
O 5.2278 -18.8996 0.0762 -0.10 -0.08 -0.16 -0.056
H 5.0394 -19.7348 -0.3764 0.05 -0.01 -0.01 0.013
H 5.2873 -19.1564 0.9999 0.04 -0.06 0.14 0.025
O 6.6074 -24.6828 0.2788 0.15 1.01 0.49 -0.032
H 6.6049 -24.5475 -0.6699 -0.02 -0.48 -0.30 0.031
H 6.4239 -25.5885 0.5184 -0.18 -0.40 -0.26 0.042
O 5.5514 -21.9532 3.5956 -1.43 1.02 -0.36 -0.103
H 4.9543 -21.9821 2.7868 0.91 -0.35 0.94 0.046
H 5.1718 -21.1774 4.1063 0.51 -0.81 -0.55 0.051
O 3.3555 -24.9670 -0.9635 0.36 1.53 -1.14 -0.057
H 3.3984 -25.7665 -0.4239 0.07 -0.73 0.50 -0.024
H 4.0808 -24.9830 -1.6111 -0.43 -0.08 0.29 0.063
O -1.4430 -31.4132 3.3400 1.10 -0.22 -1.41 -0.112
H -0.8569 -31.5377 2.5249 -1.27 0.40 1.78 0.077
H -0.8267 -31.0672 4.0209 -0.01 -0.05 -0.50 -0.001
O 7.9086 -23.4815 4.6418 -1.48 0.50 -0.76 -0.064
H 7.4157 -22.9442 3.9654 0.35 -0.60 0.89 0.042
H 8.8120 -23.2628 4.4967 1.14 0.22 -0.10 0.018
O 6.1723 -23.6354 -3.3059 -0.39 1.21 1.51 -0.079
H 6.5123 -23.4234 -4.1582 0.45 -0.08 -1.12 0.006
H 6.0027 -22.7225 -2.9294 -0.21 -1.25 -0.19 0.023
O 0.7414 -30.1992 4.6316 0.28 -0.58 0.02 -0.065
H 1.4362 -30.1585 3.9586 -0.30 0.33 0.35 0.060
H 0.5523 -29.3085 4.9620 -0.04 0.30 -0.36 0.013
C -2.5414 -19.1707 1.4998 -0.90 2.21 -0.25 -0.026
C -2.6541 -19.3427 -0.0159 -0.45 1.08 0.56 -0.516
C -2.1436 -20.7521 -0.2819 -0.18 -1.03 0.12 -0.127
C -3.1797 -21.7670 0.1666 -1.70 -0.73 -0.03 -0.179
C -4.5160 -21.5230 -0.6083 0.64 1.33 -0.34 -0.102
C -5.1120 -20.0942 -0.2805 1.11 -0.07 -0.37 -0.456
N -4.0129 -19.0589 -0.5611 -1.38 -0.95 0.53 -0.044
O -4.5294 -17.7719 -0.1151 0.92 -0.78 -1.07 -0.041
C -6.2872 -19.6917 -1.1837 -0.21 -0.08 -1.14 -0.051
C -5.5644 -20.1562 1.1907 0.70 1.44 1.02 -0.041
C -1.7371 -18.3825 -0.7298 -0.02 0.67 -0.27 -0.031
H -1.5280 -19.2542 1.7741 1.35 -0.31 0.41 0.054
H -3.1165 -19.8736 2.0423 -0.46 -0.64 0.60 0.052
H -2.8354 -18.1454 1.8440 0.05 -0.72 -0.33 0.110
H -1.8648 -20.9764 -1.3243 -0.14 0.43 0.21 0.133
H -1.2405 -20.8292 0.3408 -0.03 -0.21 -0.44 0.110
H -3.4149 -21.6711 1.2294 0.30 0.09 0.05 0.074
H -2.9476 -22.8421 0.0897 0.54 0.47 -0.39 0.107
H -5.2986 -22.2419 -0.3680 0.12 -0.14 -0.06 0.094
H -4.2674 -21.5834 -1.6885 -0.39 0.03 0.42 0.127
H -6.0013 -19.2802 -2.1987 0.19 -1.13 0.93 0.101
H -7.0500 -20.5063 -1.2845 0.70 0.61 0.06 0.093
H -6.7698 -18.8109 -0.7981 -0.42 0.21 0.69 0.058
H -5.6235 -19.1727 1.7348 0.43 -0.53 -0.67 0.099
H -6.5620 -20.4724 1.3526 -1.17 -0.80 -0.46 0.070
H -4.9362 -20.7975 1.8148 -0.15 0.21 -0.29 0.041
H -2.0172 -17.3237 -0.7561 -0.52 -0.31 0.23 0.089
H -1.7074 -18.7375 -1.7466 0.40 0.12 -0.52 0.082
H -0.7644 -18.3871 -0.2800 0.82 -0.35 0.08 0.072
H -4.6558 -17.8373 0.8304 0.00 -0.10 0.64 0.047
C -3.3805 -25.7637 4.7508 0.21 1.93 -0.95 -0.033
C -4.7525 -25.2268 4.2615 0.88 0.46 0.28 -0.471
C -4.4761 -23.7366 4.0171 -1.54 -0.08 0.52 -0.125
C -5.6898 -23.0556 3.3900 0.09 -1.50 0.43 -0.164
C -5.9607 -23.7053 2.0564 0.02 0.05 -0.57 -0.147
C -6.2313 -25.1878 2.1627 0.89 -2.16 -0.96 -0.473
N -5.0964 -25.8085 2.9192 0.21 0.74 1.25 -0.098
O -5.3116 -27.1859 3.1875 -1.14 0.36 -0.53 -0.008
C -7.6152 -25.4437 2.7240 -1.05 0.70 0.09 -0.036
C -6.1548 -25.8830 0.7330 -0.69 2.61 1.08 0.005
C -5.7879 -25.5369 5.3465 1.08 0.14 0.99 -0.021
H -2.6583 -25.7171 3.9245 -0.22 -0.60 0.16 0.072
H -3.3913 -26.6561 5.2957 -0.18 -1.79 0.29 0.060
H -2.9532 -25.0561 5.4701 -0.30 0.24 0.03 0.084
H -4.2777 -23.2133 4.9585 0.42 -0.32 -0.06 0.129
H -3.6344 -23.6792 3.3334 0.31 0.24 -0.03 0.117
H -5.4276 -22.0412 3.3153 -0.14 1.51 -0.32 0.072
H -6.5908 -23.1527 4.0344 0.60 0.19 -0.22 0.121
H -5.1445 -23.5517 1.3262 -0.23 0.12 0.43 0.111
H -6.8824 -23.3174 1.6516 -0.23 0.49 -0.54 0.117
H -8.4041 -25.1457 1.9954 0.62 -0.02 0.29 0.101
H -7.8194 -26.4730 2.9519 0.25 -0.62 0.12 0.081
H -7.7987 -24.8696 3.6408 -0.06 -0.11 -0.34 0.062
H -6.7222 -25.2840 0.0387 -0.49 0.47 -0.26 0.080
H -5.1930 -25.9207 0.2977 1.19 -0.18 -0.06 0.052
H -6.6147 -26.8112 0.7271 -0.63 -1.99 0.26 0.057
H -5.7988 -26.6145 5.5071 -0.74 -0.04 -0.51 0.087
H -6.7296 -25.0480 5.2021 -0.62 -0.30 -0.17 0.048
H -5.4626 -25.2047 6.3475 0.34 0.38 -0.43 0.094
H -4.4448 -27.5178 2.9918 1.03 -1.10 -0.23 0.046

=====

(2)
40
Properties=species:S:1:pos:R:3:forces:R:3:lowdin_charge:R:1 method="wB97M-V/def2-TZVPD" homo_ha=-0.04616 total_charge=-2 e_tot_ev=-150274.05624 gap_ha=0.20485 e_above_lowest_kj_mol=0.0
Ba 0.3445 0.5159 -1.0907 0.10 -0.11 -0.44 1.644
O 2.4295 0.4301 3.3524 -0.08 0.01 -0.06 -0.057
C 1.7922 0.6085 2.2862 0.52 -0.10 0.07 -0.573
N 2.2125 0.6188 1.0425 -0.48 -0.04 -0.26 -0.102
C 3.5825 0.2623 0.8105 0.08 -0.08 0.01 -0.212
C 3.7386 -1.0789 0.1195 0.02 -0.03 -0.03 -0.252
C 4.9217 -1.8036 0.2840 0.00 0.01 0.00 -0.037
C 5.1027 -2.9852 -0.4056 -0.02 -0.01 -0.02 -0.094
C 4.0947 -3.4256 -1.2520 0.03 -0.02 0.01 -0.088
C 2.9498 -2.6551 -1.3483 -0.04 0.04 0.00 -0.142
N 2.7630 -1.5187 -0.6795 -0.03 0.14 0.08 0.063
C 0.3185 0.9039 2.4222 -0.31 0.15 0.52 -0.229
C -0.0762 1.8402 3.3804 -0.07 -0.06 -0.04 -0.019
C -1.4178 2.1301 3.5221 0.00 0.01 0.00 -0.077
C -2.3420 1.4559 2.7334 -0.02 -0.01 0.04 -0.068
C -1.8706 0.5201 1.8340 0.10 0.03 -0.07 -0.141
N -0.5693 0.2491 1.6722 0.02 0.11 -0.13 0.015
H 4.1752 0.2429 1.7324 -0.02 0.02 0.01 0.103
H 4.0408 0.9953 0.1325 0.00 0.00 0.00 0.117
H 5.6836 -1.4279 0.9558 -0.01 0.01 0.00 0.105
H 6.0154 -3.5580 -0.2874 0.00 0.00 0.00 0.094
H 4.1906 -4.3394 -1.8232 -0.01 0.00 0.00 0.090
H 2.1387 -2.9569 -2.0027 -0.01 0.00 0.00 0.110
H 0.6843 2.3150 3.9839 0.02 -0.01 0.00 0.110
H -1.7463 2.8772 4.2355 -0.01 0.00 0.00 0.096
H -3.4015 1.6624 2.7960 0.00 0.00 -0.01 0.099
H -2.5545 -0.0201 1.1881 0.01 0.01 -0.03 0.114
Cl -6.8770 2.0338 -2.0819 -0.01 0.01 0.01 0.567
C -5.3391 1.2187 -2.1397 0.01 -0.15 -0.06 -0.745
C -5.2472 -0.0671 -2.6316 0.03 0.16 0.06 -0.745
Cl -6.6668 -0.8896 -3.2127 -0.02 -0.03 -0.01 0.568
C -3.9933 -0.7023 -2.6576 0.00 -0.02 -0.01 -0.623
Cl -3.8690 -2.3446 -3.2358 0.00 0.01 0.01 0.606
C -2.8097 -0.0931 -2.2182 0.03 -0.25 -0.03 -0.472
O -1.6699 -0.6990 -2.2046 0.02 0.19 0.18 -0.352
C -2.9002 1.2824 -1.7394 -0.03 0.16 0.19 -0.476
O -1.8332 1.8900 -1.3393 0.04 -0.25 0.06 -0.355
C -4.1740 1.8640 -1.6919 0.06 0.12 -0.02 -0.622
Cl -4.2728 3.4867 -1.0507 -0.01 -0.03 -0.01 0.604
Br 2.4517 1.1621 -3.3909 0.13 0.04 0.00 -0.628

=====

(3)
39
Properties=species:S:1:pos:R:3:forces:R:3:lowdin_charge:R:1 method="wB97M-V/def2-TZVPD" homo_ha=-0.15666 total_charge=-1 e_tot_ev=-290957.06898 gap_ha=0.19686
Tl -1.3556 -0.7348 -0.0658 0.76 0.28 -0.37 0.635
Cl -0.8922 -3.6842 -0.1420 -0.42 -0.44 -0.24 0.625
C 0.6211 -3.1937 0.5601 0.38 0.75 0.29 -0.735
C 0.7603 -1.8544 0.9424 0.53 -0.89 0.00 -0.318
C 1.9989 -1.5787 1.5251 -0.67 -0.51 -0.37 -0.704
Cl 2.3096 0.0165 2.1245 0.61 0.62 0.12 0.580
C 3.0194 -2.5113 1.6857 0.07 -0.03 -0.02 -0.711
Cl 4.5281 -2.0878 2.4129 0.09 0.04 0.05 0.647
C 2.8270 -3.8135 1.2438 -0.07 0.01 0.02 -0.724
Cl 4.0632 -4.9957 1.4183 0.18 -0.10 0.03 0.652
C 1.6082 -4.1608 0.6760 0.03 -0.08 0.00 -0.724
Cl 1.3614 -5.7757 0.1235 -0.06 -0.17 -0.05 0.651
Se -2.6937 1.3449 2.2602 -0.56 0.69 0.19 -0.093
Se -2.2144 3.2005 3.8399 -0.28 -0.26 -0.23 -0.222
Te 0.2200 2.5345 4.0143 -0.09 -0.25 -0.25 0.255
Se -0.5128 0.5491 2.4009 0.23 0.01 0.62 -0.211
N -0.4430 1.8450 -0.6127 0.02 0.55 -0.30 0.040
C -1.4456 2.0363 -1.5738 0.14 0.03 -0.16 -0.310
C -2.4365 2.9943 -1.3835 -0.04 -0.01 0.04 -0.043
C -3.4738 3.1234 -2.2889 0.00 0.00 0.06 -0.100
C -3.5501 2.2859 -3.3879 -0.17 -0.01 -0.15 -0.107
C -2.5626 1.3381 -3.5925 -0.03 0.14 0.12 -0.044
C -1.4912 1.2186 -2.7178 -0.12 0.04 0.11 -0.186
C -0.3811 0.2910 -3.0200 0.23 -0.15 0.09 -0.257
C 0.2669 0.4383 -4.2438 -0.02 0.08 -0.08 -0.055
C 1.3647 -0.3403 -4.5533 0.10 -0.06 -0.24 -0.109
C 1.8133 -1.2720 -3.6358 0.04 -0.12 -0.03 -0.106
C 1.1487 -1.4400 -2.4291 0.00 0.00 0.16 -0.120
C 0.0450 -0.6661 -2.0899 -0.79 0.01 0.53 -0.171
H -0.3828 2.5870 0.0743 -0.02 -0.17 -0.02 0.085
H 0.4631 1.5916 -0.9885 -0.09 -0.07 0.07 0.099
H -2.3922 3.6418 -0.5185 0.03 0.00 0.11 0.107
H -4.2291 3.8777 -2.1251 -0.09 0.07 0.02 0.096
H -4.3722 2.3689 -4.0846 -0.07 0.01 -0.03 0.091
H -2.6263 0.6582 -4.4313 0.08 0.02 -0.11 0.115
H -0.0927 1.1797 -4.9448 0.00 0.10 -0.08 0.107
H 1.8681 -0.2262 -5.5064 0.00 0.04 0.01 0.093
H 2.6744 -1.8832 -3.8659 0.12 -0.07 -0.01 0.093
H 1.5338 -2.1798 -1.7394 -0.04 -0.11 0.10 0.080

=====

(4)
47
Properties=species:S:1:pos:R:3:forces:R:3:lowdin_charge:R:1 method="wB97M-V/def2-TZVPD" homo_ha=-0.27041 total_charge=0 e_tot_ev=-199917.98448 gap_ha=0.19772 e_above_lowest_kj_mol=131.0
W 0.8798 0.7530 0.7485 -0.64 1.02 -2.32 0.792
O 4.2925 -5.3019 0.2785 -0.03 -0.02 -0.18 -0.041
C 3.6737 -4.2814 0.2005 0.05 0.08 0.34 -0.995
S 1.9262 -4.1644 0.5217 -0.06 0.06 -0.09 0.969
C 1.8124 -2.4415 0.2988 -0.13 0.00 0.03 -1.184
C 2.9400 -1.7757 0.0032 -0.03 0.06 -0.15 -1.176
S 2.9503 -0.0485 -0.2898 -0.49 -0.06 0.52 0.516
S 4.4140 -2.7004 -0.1337 -0.04 0.08 -0.09 0.967
S 0.2596 -1.6486 0.4242 0.46 0.15 0.04 0.579
O -0.4963 0.7229 2.2770 0.13 0.42 0.73 -0.511
N -1.4162 -0.1844 2.6073 -0.16 -0.31 -0.25 -0.195
C -1.4038 -0.6846 3.8560 -0.02 -0.11 0.23 -0.024
C -2.3673 -1.5760 4.2369 -0.04 -0.03 0.03 -0.036
C -3.3510 -1.9525 3.3162 0.02 0.05 -0.08 -0.047
C -3.3368 -1.4321 2.0453 0.04 -0.02 0.17 -0.071
C -2.3423 -0.5197 1.6621 0.07 0.18 -0.18 -0.698
S -2.1524 0.1656 0.1270 0.00 -0.19 0.04 0.748
H -0.6037 -0.3301 4.4926 0.04 0.05 -0.08 0.060
H -2.3443 -1.9756 5.2391 0.00 0.01 0.00 0.114
H -4.1199 -2.6579 3.6019 0.01 -0.01 0.00 0.114
H -4.0685 -1.7066 1.3011 -0.02 -0.02 0.02 0.110
N -0.9056 2.1029 -2.9944 -0.13 0.14 -0.05 0.204
C -0.3420 1.0076 -3.6188 0.29 -0.22 0.16 -0.166
C -0.3313 0.6004 -4.9469 -0.10 0.03 -0.05 -0.014
C 0.3569 -0.5598 -5.2315 -0.04 0.06 -0.04 -0.077
C 0.9987 -1.2935 -4.2238 0.02 -0.02 0.05 -0.060
C 0.9904 -0.8878 -2.9054 0.03 -0.10 -0.12 -0.017
C 0.3230 0.2994 -2.6063 -0.06 -0.06 -0.06 -0.203
N 0.1542 0.9820 -1.4070 -0.27 0.31 -0.30 -0.098
C -0.5839 2.0418 -1.6889 0.29 -0.27 -0.07 -0.357
C -0.9427 2.9751 -0.6487 -0.11 0.27 0.11 -0.395
C -1.6171 4.1505 -0.6869 -0.02 -0.05 0.05 -0.305
S -1.6785 4.8293 0.8865 0.10 -0.22 -0.04 1.092
C -0.7917 3.5023 1.4986 -0.17 0.07 0.10 -0.455
N -0.4822 2.6264 0.5986 0.14 -0.17 -0.39 -0.243
H -1.4724 2.8092 -3.4294 0.00 0.02 0.02 0.173
H -0.8440 1.1636 -5.7158 0.03 -0.01 -0.01 0.112
H 0.4027 -0.9127 -6.2531 -0.02 0.00 0.01 0.106
H 1.5137 -2.2066 -4.4907 0.00 0.00 0.02 0.111
H 1.4757 -1.4807 -2.1464 0.01 0.05 0.04 0.064
H -2.0634 4.6498 -1.5309 0.01 -0.02 0.01 0.083
H -0.5128 3.4074 2.5377 0.02 -0.05 0.00 0.091
S 3.1221 -1.9165 3.3331 -0.55 0.56 -0.98 0.089
As 1.9989 -0.2468 2.7563 1.45 -0.98 3.13 0.090
S 2.2023 2.5021 1.7994 -0.01 -0.63 0.08 0.065
S 2.1615 2.7270 -0.2176 0.07 -0.19 0.18 0.140
S 1.7217 0.8678 4.5175 -0.13 0.09 -0.54 -0.019